Record 1
CH6S2 | wB97M-V/def2-TZVPD

Structure (XYZ):
```
9
Properties=species:S:1:pos:R:3:lowdin_charge:R:1
C 2.31 -0.70 -0.38 -0.05
H 3.31 -0.99 -0.68 0.01
H 1.60 -1.32 -0.92 0.01
H 2.18 0.34 -0.68 0.02
H 2.21 -0.84 0.69 0.01
S -2.17 0.09 0.28 0.20
S -3.87 1.18 -0.03 0.21
H -2.27 -0.15 1.59 -0.21
H -3.32 2.40 0.13 -0.21
```

Properties
**HOMO-LUMO gap**: 10.15 eV
**Strongest force on any atom**: 0.56 eV/A
**LUMO**: 0.4 eV

Record 2
CH6S2 | wB97M-V/def2-TZVPD

Structure (XYZ):
```
9
Properties=species:S:1:pos:R:3:lowdin_charge:R:1
S 0.71 1.51 4.38 0.44
H 1.88 1.35 5.01 -0.22
H -0.28 1.90 5.19 -0.22
C -0.80 -0.63 -2.60 -0.36
S 0.38 -0.88 -1.31 1.15
H -1.77 -0.94 -2.20 0.07
H -0.61 -1.32 -3.42 0.07
H -0.92 0.38 -3.00 0.09
H 1.41 -1.37 -2.04 -0.03
```

Properties
**Net charge**: +1
**HOMO-LUMO gap (spin up / spin down)**: 7.37 / 2.23 eV
**Strongest force on any atom**: 1.91 eV/A
**LUMO (spin up / spin down)**: -4.5 / -9.6 eV
**<S²>**: 0.75
**Spin multiplicity**: 2

Record 3
CH6S2Si | wB97M-V/def2-TZVPD

Structure (XYZ):
```
10
Properties=species:S:1:pos:R:3:lowdin_charge:R:1
C -0.67 0.27 -1.18 -0.71
Si 0.11 -0.21 0.66 0.33
S 0.34 0.45 3.00 0.18
S 0.61 0.19 -2.44 0.77
H -1.02 1.28 -1.10 0.01
H -1.46 -0.48 -1.51 0.04
H -0.65 -1.35 0.81 -0.13
H 1.64 -0.50 0.53 -0.07
H -0.26 -0.75 3.07 -0.29
H 1.37 1.10 -1.86 -0.13
```

Properties
**HOMO-LUMO gap (spin up / spin down)**: 5.82 / 3.87 eV
**Strongest force on any atom**: 4.15 eV/A
**LUMO (spin up / spin down)**: 0.4 / -4.1 eV
**<S²>**: 2.01
**Spin multiplicity**: 3

Record 4
CH6S4Si | wB97M-V/def2-TZVPD

Structure (XYZ):
```
12
Properties=species:S:1:pos:R:3:lowdin_charge:R:1
C 1.89 0.12 -0.46 -0.51
Si -1.02 -0.71 0.75 -0.50
S -2.34 0.98 1.05 0.39
S 0.42 -1.09 2.25 0.42
S -2.19 -2.55 0.49 0.34
S 0.43 -0.70 -1.20 0.45
H 1.78 -0.01 0.54 -0.11
H 1.94 1.17 -0.80 0.04
H 2.74 -0.32 -0.90 0.01
H -1.41 1.54 1.87 -0.18
H 1.20 -1.88 1.53 -0.17
H -3.29 -2.00 1.11 -0.18
```

Properties
**HOMO-LUMO gap**: 9.00 eV
**Strongest force on any atom**: 3.71 eV/A
**LUMO**: 0.1 eV

Record 5
CH7BrN3 | wB97M-V/def2-TZVPD

Structure (XYZ):
```
12
Properties=species:S:1:pos:R:3:lowdin_charge:R:1
C 0.10 -0.61 -0.26 -0.50
N -1.05 -1.27 -0.09 0.12
N 1.17 -0.92 0.39 -0.25
N -0.36 1.39 0.10 0.02
Br 2.71 0.11 -0.39 0.74
H 0.25 -0.22 -1.62 0.24
H -1.19 -1.76 0.82 0.15
H -1.89 -1.02 -0.58 0.12
H 1.19 -1.03 1.38 0.10
H 0.60 1.77 0.51 0.09
H -1.18 1.86 0.62 0.12
H -0.36 1.70 -0.87 0.05
```

Properties
**Net charge**: +1
**HOMO-LUMO gap**: 9.32 eV
**Strongest force on any atom**: 6.91 eV/A
**LUMO**: -5.5 eV

Record 6
CH7ClO2P2 | wB97M-V/def2-TZVPD

Structure (XYZ):
```
13
Properties=species:S:1:pos:R:3:lowdin_charge:R:1
O -1.55 -1.59 2.47 -0.42
P -0.48 -1.08 1.24 0.42
P -1.11 0.90 0.53 0.73
Cl -0.76 -2.30 -0.48 0.14
H -2.39 -1.08 2.45 0.03
H -0.82 0.93 -0.87 0.00
H -2.53 1.01 0.70 -0.06
H -0.39 1.98 1.14 -0.02
C 1.98 0.24 -1.41 -0.38
O 1.04 0.10 -0.47 -0.61
H 2.22 1.28 -1.73 0.05
H 2.99 -0.14 -1.17 0.06
H 1.79 -0.25 -2.39 0.05
```

Properties
**HOMO-LUMO gap**: 7.13 eV
**Strongest force on any atom**: 3.33 eV/A
**LUMO**: -0.4 eV

Among the records above, which one has the lowest strongest force on any atom? number 1

What is the formula in the second record? CH6S2